Formula: C50H60As2N4PSY
Source: the Open Molecules 2025 dataset
Level of theory: the ωB97M-V functional and the def2-TZVPD basis

```
119
Properties=species:S:1:pos:R:3:lowdin_charge:R:1
Y 0.07145 -0.09949 0.10675 1.08
C 0.54242 -3.79670 6.20698 -0.08
C 0.32416 -2.44381 5.54179 -0.24
N 0.72338 -2.57764 4.16561 -0.02
C 0.37688 -1.69939 3.19898 -0.74
S 1.04605 -2.12933 1.62049 0.58
N -0.28232 -0.57189 3.52960 0.02
N -0.39072 0.33567 2.51120 -0.08
C -0.72598 1.55032 2.79706 -0.26
C -1.08198 2.02037 4.20625 0.00
C -0.75238 2.53142 1.67898 -0.23
C -0.92894 3.88281 1.94660 0.02
C -1.01159 4.82872 0.90255 0.01
C -0.77222 4.40065 -0.40466 -0.03
C -0.44519 3.09141 -0.52482 -0.19
N -0.38733 2.18219 0.43829 -0.03
H 0.19092 -3.73728 7.23057 0.08
H 1.61022 -4.12275 6.29230 0.10
H 0.00949 -4.61759 5.75089 0.07
H 0.94934 -1.68174 6.01848 0.12
H -0.69166 -2.04124 5.61227 0.11
H 1.25403 -3.37377 3.86563 0.11
H -1.37511 1.23669 4.85998 0.06
H -1.90549 2.75144 4.13646 0.08
H -0.13840 2.50831 4.62004 0.13
H -1.20328 4.18394 2.92686 0.10
H -1.33707 5.84860 1.11799 0.13
H -0.80288 5.09030 -1.27012 0.14
H -0.15650 2.74164 -1.50140 0.09
C -2.54786 -2.33194 -2.54953 -0.42
C -3.28003 -1.03848 -2.48165 -0.41
As -2.09609 0.44155 -1.97389 1.24
C -2.60651 1.68449 -3.37186 -0.38
C -3.90528 2.08956 -3.67947 -0.12
C -4.16304 2.92582 -4.75182 -0.05
C -3.07295 3.42556 -5.48453 -0.05
C -1.79656 3.04726 -5.14116 -0.11
C -1.52894 2.16745 -4.17086 -0.14
C -3.03333 1.04346 -0.37472 -0.42
C -3.10391 0.17173 0.70135 -0.18
C -3.62118 0.54167 1.92040 -0.07
C -4.21457 1.76844 1.95991 -0.08
C -4.22782 2.62069 0.85739 -0.04
C -3.48437 2.33396 -0.27908 -0.12
As -1.57566 -2.61882 -0.88007 1.21
C -0.47175 -4.22243 -1.05314 -0.37
C 0.40366 -4.33229 -2.13237 -0.14
C 1.05234 -5.52549 -2.44868 -0.06
C 0.85432 -6.63256 -1.58008 -0.04
C 0.03704 -6.52108 -0.44086 -0.04
C -0.69219 -5.32948 -0.22745 -0.08
C -2.90247 -3.06455 0.33800 -0.46
C -4.21033 -3.36966 0.03018 -0.10
C -5.17573 -3.52310 1.03135 -0.05
C -4.80398 -3.52488 2.41214 -0.04
C -3.42177 -3.33813 2.71556 -0.06
C -2.48374 -3.04684 1.71114 -0.13
H -1.75771 -2.32997 -3.30966 0.08
H -3.21750 -3.12702 -2.76313 0.07
H -3.99817 -1.06439 -1.67835 0.06
H -3.81226 -0.79295 -3.41959 0.10
H -4.71027 1.78075 -3.02085 0.11
H -5.20324 3.23434 -4.94005 0.12
H -3.34261 4.11234 -6.26829 0.11
H -0.96414 3.54146 -5.69980 0.13
H -0.52282 1.90435 -3.89152 0.06
H -2.88174 -0.89714 0.60784 0.04
H -3.55147 -0.13046 2.80296 0.14
H -4.67769 2.10973 2.88656 0.12
H -4.82845 3.58829 0.94402 0.15
H -3.46442 2.93458 -1.14867 0.09
H 0.61800 -3.49288 -2.78009 0.08
H 1.68722 -5.55874 -3.32090 0.11
H 1.38647 -7.51877 -1.89041 0.11
H -0.14933 -7.26849 0.25969 0.09
H -1.26072 -5.26184 0.64418 0.08
H -4.52065 -3.29227 -1.02046 0.10
H -6.25046 -3.77502 0.87278 0.12
H -5.57440 -3.71281 3.22527 0.13
H -3.07993 -3.36726 3.75596 0.11
H -1.44435 -2.94491 1.93316 0.03
C 4.44456 -1.16337 0.68360 -0.09
C 4.32494 0.41832 0.66708 -0.65
C 3.94626 0.83733 2.07964 -0.11
C 5.78757 0.94656 0.28818 -0.04
P 2.99784 0.85883 -0.56953 1.09
C 3.19382 2.71660 -0.65784 -0.34
C 3.82874 3.42036 -1.68730 -0.09
C 3.83954 4.80338 -1.71158 -0.05
C 3.17981 5.53190 -0.67031 -0.04
C 2.65351 4.78341 0.37652 -0.10
C 2.70800 3.40585 0.43458 -0.14
C 3.26793 0.17078 -2.27379 -0.68
C 2.58462 -1.22648 -2.24551 -0.15
C 4.71432 -0.05103 -2.78328 -0.07
C 2.47403 0.97206 -3.37341 -0.09
H 5.12577 -1.39144 1.53829 0.11
H 4.74218 -1.57397 -0.21898 0.04
H 3.45361 -1.50043 0.95856 -0.02
H 4.60143 0.34805 2.86781 0.12
H 3.00595 0.41415 2.35496 0.04
H 4.08745 1.89680 2.30892 0.08
H 6.49561 0.45479 0.95986 0.09
H 5.90634 1.98899 0.49595 0.07
H 6.00632 0.62276 -0.70487 0.04
H 4.34179 2.89823 -2.49001 0.09
H 4.14365 5.38456 -2.63002 0.13
H 3.10774 6.61855 -0.66755 0.11
H 2.33877 5.30642 1.25861 0.11
H 2.27748 2.93871 1.30794 0.09
H 2.84286 -1.87601 -1.38979 0.08
H 2.84105 -1.74394 -3.12580 0.07
H 1.49007 -1.21984 -2.39843 0.05
H 5.22363 -0.85593 -2.27318 0.07
H 5.35504 0.84845 -2.69501 0.08
H 4.54131 -0.33375 -3.85979 0.11
H 1.63083 1.61480 -3.04792 0.06
H 2.19348 0.28738 -4.23470 0.11
H 3.18621 1.64348 -3.89030 0.08
```

Maximum force in eV Å⁻¹: 3.87
ΔE to the lowest compared entry with this formula, charge and spin in kJ/mol: 141.3
Kohn-Sham gap in eV: 7.292
E in eV: -201616.3566
Net charge: +2



Formula: C21H36N3O7PS
Source: the Open Molecules 2025 dataset
Level of theory: the ωB97M-V functional and the def2-TZVPD basis

```
69
Properties=species:S:1:pos:R:3:lowdin_charge:R:1
C -4.03409 0.06511 5.41608 0.07
C -3.87068 1.12739 4.82244 -0.14
C -3.97915 2.41738 3.94041 -0.19
C -3.51176 2.22980 2.42923 -0.18
C -3.82059 0.79766 1.79528 -0.13
C -2.46517 0.05659 1.40549 -0.06
C -2.31069 -0.55805 0.15387 -0.14
N -3.37185 -0.60496 -0.85285 0.10
C -0.94392 -1.24465 -0.22922 -0.22
O -0.82658 -2.13433 -1.06229 0.10
C 0.39261 -0.75396 0.47932 -0.10
C 1.77636 -0.96757 -0.23724 -0.09
C 2.04215 0.20258 -1.27711 -0.20
O 1.10684 0.78945 -1.82061 0.02
C 0.24489 -0.15863 1.71578 -0.15
P 1.71718 0.48004 2.66062 0.38
O 2.83939 1.25165 1.65819 -0.24
O 1.29952 1.59791 3.85851 -0.25
S 2.60787 -1.02620 3.54042 0.31
C -1.21423 -0.03801 2.36245 -0.28
O -1.26362 -0.06389 3.58267 0.08
H -4.37699 -0.91483 5.84947 0.05
H -3.26283 3.17452 4.40956 0.11
H -5.00771 2.90520 4.01091 0.12
H -2.41605 2.44706 2.24388 0.11
H -4.08932 3.00728 1.82134 0.11
H -4.53200 0.15542 2.39145 0.12
H -4.33896 0.99596 0.79506 0.10
H -3.19339 -1.49155 -1.36333 0.09
H -4.25642 -0.78077 -0.35293 0.09
H 1.70175 -1.96309 -0.79207 0.14
H 2.66240 -1.02385 0.47878 0.07
H 3.10503 0.54724 -1.49782 0.13
H 3.01564 2.11561 2.08840 0.08
H 1.85894 1.38004 4.63900 0.06
C 6.63487 -2.24007 -0.60175 -0.07
C 6.31123 -1.67500 0.77999 -0.42
C 7.34722 -2.05105 1.85702 -0.20
O 7.24916 -3.38943 2.32661 -0.19
C 7.86556 -4.35419 1.49128 -0.11
N 4.95814 -2.09743 1.16116 0.04
H 6.40226 -3.30255 -0.68499 0.06
H 6.04645 -1.72612 -1.36640 0.07
H 7.69124 -2.09914 -0.84601 0.08
H 6.31606 -0.58320 0.69059 0.13
H 7.16429 -1.42009 2.73283 0.12
H 8.37036 -1.83201 1.52526 0.12
H 8.76605 -3.96525 1.00711 0.09
H 7.15620 -4.71351 0.74275 0.07
H 8.14713 -5.20720 2.11146 0.09
H 4.70651 -1.63623 2.03502 -0.01
H 5.01004 -3.08368 1.41664 0.08
C -3.39003 1.67048 -5.64815 -0.07
C -4.86571 1.39142 -5.37171 -0.43
C -5.51229 2.39909 -4.40154 -0.21
O -5.16775 2.20358 -3.03660 -0.20
C -3.91307 2.74683 -2.66142 -0.11
N -5.00557 0.01180 -4.88987 0.04
H -2.74368 1.36137 -4.82559 0.07
H -3.06191 1.11950 -6.53302 0.08
H -3.22066 2.73383 -5.83777 0.08
H -5.39385 1.47517 -6.32753 0.13
H -6.59784 2.26381 -4.45138 0.12
H -5.31480 3.43492 -4.70597 0.12
H -3.68704 3.67334 -3.19731 0.09
H -3.12286 2.01103 -2.82170 0.07
H -3.94468 2.96523 -1.59198 0.08
H -5.99678 -0.20468 -4.80427 0.07
H -4.67111 -0.00717 -3.92605 0.06
```

Maximum force in eV Å⁻¹: 2.72
Kohn-Sham gap in eV: 7.679
E in eV: -61283.2615
SMILES string: C#CCCCC1=C(N)C(=O)C(CC=O)=C(P(O)(O)=S)C1=O.COC[C@@H](C)N.COC[C@@H](C)N